# 1
This record from the OMol25 dataset describes 11 unconnected molecules or ions with the total composition C32H91N5O11 at a distorted geometry. The level of theory is ωB97M-V with the def2-TZVPD basis set.

Geometry (Å):
C: 6.798 -1.466 -0.567
H: 1.552 -3.881 -3.219
C: 0.488 -3.565 -3.306
N: 3.670 3.643 -3.013
H: -4.067 -2.643 -3.534
O: 4.211 0.676 3.319
C: -5.124 1.436 -0.825
C: 2.099 4.679 -1.374
C: -4.441 1.684 1.529
H: 6.940 -1.583 -1.720
H: -3.538 2.223 1.287
H: -1.439 0.976 -2.317
H: -5.280 0.507 6.232
H: -5.871 -0.450 3.921
H: -7.236 1.058 -3.319
C: 4.038 1.701 2.375
H: -4.941 0.295 -0.876
H: -2.362 -1.035 1.180
C: -1.442 1.785 -3.045
H: 4.151 3.990 0.244
H: 0.302 -3.325 -0.087
C: -3.987 -4.075 -2.012
H: -5.771 -3.497 2.981
H: 5.110 1.721 -5.658
H: 7.313 -2.254 0.036
H: -5.709 2.058 -3.692
H: -1.111 -4.301 -0.319
H: 0.659 2.398 -3.188
H: 3.573 -0.394 -0.681
H: 4.878 0.503 -0.420
C: -0.582 -3.769 0.437
N: -1.945 -1.657 0.532
C: 4.425 4.141 -0.812
H: -3.526 -4.373 -1.109
O: 1.038 -1.270 -2.758
H: -6.332 -1.938 2.075
H: -5.498 -1.982 4.850
H: 0.366 1.952 1.232
H: 5.603 0.247 -3.722
C: -3.960 -0.376 4.929
H: 0.767 -2.026 -4.789
H: -0.010 -4.343 -3.920
O: -6.280 1.687 -1.700
H: 2.834 2.733 -1.251
H: -4.237 1.986 -1.149
H: 0.088 1.009 -4.263
H: 2.351 5.631 -1.824
N: -4.529 0.903 5.588
H: 4.229 1.303 1.397
H: 1.542 -1.022 0.958
H: -4.023 0.669 1.566
H: 6.357 -1.973 3.460
H: 3.445 2.706 -3.368
C: -0.686 -2.493 2.587
H: -5.989 2.820 0.534
H: 2.027 1.486 2.404
C: 0.366 -2.083 -3.759
H: 1.974 -1.156 -2.926
H: 1.304 -2.221 4.240
C: -5.051 -1.184 4.233
H: 1.227 1.010 -0.996
H: -0.537 -3.332 3.324
H: 7.282 -0.522 -0.316
H: -3.972 -1.690 6.612
H: -0.252 4.635 -0.563
H: -3.357 -1.755 -1.057
H: 4.930 -2.349 -0.718
C: -0.139 1.968 -3.837
H: 0.284 -0.420 -0.797
H: -0.293 -4.472 1.121
H: -3.938 1.312 6.245
O: -1.824 2.959 -2.256
C: 5.081 -1.483 1.215
H: 2.129 -0.961 3.256
H: -2.496 -2.876 -2.716
H: -0.355 0.305 1.561
H: -4.770 1.956 2.548
O: -4.518 -1.812 3.117
H: 0.332 6.167 0.195
H: 4.839 2.498 2.365
H: -4.905 -3.019 1.547
H: 5.317 3.448 -1.019
O: 1.933 -0.301 0.361
O: 5.547 -2.692 1.719
H: -7.499 0.876 0.251
N: 4.555 -0.328 -0.893
H: -5.631 0.292 -3.097
H: 4.650 3.865 -3.142
H: -2.152 1.632 -3.786
C: -3.238 -1.350 5.872
H: -1.168 -1.125 0.059
C: -3.613 -2.723 -2.574
H: -0.702 -1.676 -3.688
C: -1.445 -2.822 1.299
H: 4.736 -1.002 -4.437
H: 5.658 -0.625 1.671
H: 3.900 0.108 -2.488
H: 2.515 2.970 1.532
H: 5.049 0.083 -6.392
O: -3.973 -1.677 -1.791
H: -5.136 -4.077 -1.890
H: 4.046 -1.264 1.481
H: -3.177 -0.091 4.199
H: 4.683 -2.386 3.592
H: -2.421 -0.782 6.378
H: 0.517 -0.599 3.944
H: -1.255 -1.703 3.109
H: 5.809 -3.739 3.373
H: 3.596 0.889 -5.907
O: 0.594 -1.898 2.302
H: 0.121 4.790 1.218
H: -2.387 -3.263 1.612
H: -2.180 3.605 -2.942
C: 5.273 -1.433 -0.263
H: -2.945 -2.282 5.402
H: 1.335 4.384 -1.997
C: 4.690 0.058 -4.216
C: 4.602 0.740 -5.614
H: 4.777 5.151 -1.027
H: -1.028 1.291 0.283
H: 2.361 2.969 3.322
H: 4.564 1.142 4.087
C: 1.186 -1.380 3.529
C: -0.059 1.066 0.769
O: 1.760 4.750 -0.030
C: 0.432 5.077 0.192
C: -5.604 1.799 0.581
C: -5.450 -2.610 2.403
H: -3.688 -4.791 -2.849
C: 2.619 2.365 2.435
C: 5.632 -2.679 3.095
H: -0.354 2.698 -4.635
C: 3.235 3.713 -1.609
N: -6.751 0.876 0.922
O: 3.632 0.425 -3.383
C: -6.185 1.224 -3.019
H: -6.355 -0.101 0.811
H: -0.005 -3.626 -2.340
C: 0.797 0.350 -0.223

Atoms 1-6, force components in eV/Å:
C -0.099 0.078 -1.739
H -0.640 0.430 0.049
C -0.259 -0.082 -0.103
N -1.490 -0.572 -0.233
H -0.288 0.286 -0.836
O 0.460 0.510 0.618

The value obtained for the total energy is -2374.987055 hartree. As for the SMILES: COC[C@H](C)N.COC[C@H](C)N.COC[C@H](C)N.COC[C@H](C)N.COC[C@H](C)N.CCO.CCO.CCO.CCO.CCO.CCO. Its energy above the lowest of the compared OMol25 structures with the same formula, charge and spin is 262.9 kJ/mol. As for the maximum force: 4.5 eV/Å. The LUMO energy comes out at 0.5347 eV.

# 2
This record from the OMol25 dataset describes a molecular structure, C32H92AsF6N6O15 at a distorted geometry. The level of theory is ωB97M-V with the def2-TZVPD basis set.

Geometry (Å):
H: 0.291 5.035 -3.986
H: -1.048 -5.003 3.734
C: -4.005 0.998 3.973
H: 2.616 -6.812 -3.952
C: -3.795 2.228 3.096
O: -4.583 -0.879 -0.358
H: 4.152 2.803 -3.622
H: -3.311 -2.143 5.297
C: -4.664 2.219 1.854
C: 0.538 5.051 -5.053
H: -5.848 -2.985 1.896
O: 3.471 0.921 6.667
H: -3.561 -1.872 1.085
H: -0.119 2.374 -5.361
H: 1.179 5.932 -5.112
H: 6.185 -1.691 -0.343
C: 5.256 -1.727 1.379
O: 2.003 -4.439 -2.695
H: -3.741 2.953 -3.802
N: 0.718 -7.625 -4.163
C: 2.449 0.522 5.744
H: 0.758 -8.207 -3.327
H: -6.359 -2.625 0.285
O: -0.773 -5.171 0.081
H: 0.459 2.700 -3.756
C: 1.478 -5.544 -5.173
C: 5.124 4.465 -2.631
H: 3.700 -2.929 0.494
C: 1.477 -3.518 -1.771
C: -1.272 -0.653 5.846
O: 0.588 2.359 3.306
H: -3.379 -3.880 2.578
H: -3.540 0.154 3.453
H: 2.000 1.437 5.350
H: 1.898 -0.410 -4.067
C: -3.556 -4.211 3.608
C: -1.848 3.613 -1.792
H: -3.577 1.120 4.964
H: 1.809 2.409 -1.536
H: -0.286 3.706 0.586
H: 0.411 5.984 -0.528
C: 1.113 0.338 -4.171
As: -0.431 -0.100 0.643
H: 0.208 -5.498 -2.650
H: 1.661 0.006 6.292
F: -0.907 0.217 2.310
O: -2.168 4.146 -3.056
H: -1.122 -7.048 0.825
H: -1.337 -0.013 4.960
H: 4.387 5.446 -4.457
H: -4.789 2.569 -0.700
H: 2.746 1.132 -2.511
H: 7.111 4.231 -2.147
H: 2.364 3.973 -4.731
C: 3.069 -0.414 4.719
H: -4.324 1.352 1.263
H: 5.461 -0.714 1.746
H: -2.240 -0.483 6.332
H: -0.353 -6.801 3.084
O: -4.777 -3.905 0.389
C: -5.086 3.441 -0.100
C: 1.580 -6.461 -3.977
H: 2.808 -0.543 -0.081
H: 0.697 4.629 -1.621
O: -2.500 -3.915 4.497
H: -5.740 2.076 2.008
H: 1.543 -3.873 -0.737
H: -6.174 3.376 0.002
N: -4.076 3.406 3.953
H: -2.096 5.502 -0.803
H: -5.064 0.748 4.091
H: 0.847 3.474 -7.203
O: 3.667 -0.960 -0.222
H: -5.032 3.306 4.297
H: -2.422 -2.023 3.799
H: -4.791 4.298 -0.703
C: -4.591 -1.532 0.910
H: 2.095 -2.619 -1.749
C: -0.043 5.375 -1.309
H: -1.924 3.639 0.737
F: -2.077 0.157 0.087
H: 3.093 4.132 -2.895
H: -4.721 -0.803 1.718
F: 1.144 -0.471 1.236
H: -0.422 5.068 -5.561
H: -2.519 3.685 -4.943
H: 4.274 1.079 6.159
H: -0.900 -2.630 6.423
C: 3.967 3.473 -2.781
C: -2.424 -2.530 4.779
C: -1.323 4.724 -0.820
C: -2.697 3.216 -3.973
H: 3.850 0.954 3.571
H: 0.768 0.565 -3.157
H: 0.446 -3.205 -1.953
O: -0.235 -4.893 3.216
H: -2.060 -5.737 1.569
C: -0.072 -6.033 2.346
H: 1.598 -6.092 -6.108
H: 3.111 -1.721 1.625
H: 0.036 1.665 2.895
O: -4.412 3.402 1.128
O: 3.776 2.785 -1.557
H: 5.904 6.083 -3.863
H: 0.962 -6.253 2.088
C: -1.126 -2.124 5.480
H: 3.435 -1.354 5.129
C: -1.077 -6.017 1.183
O: 1.679 1.476 -4.784
H: -2.071 2.320 -4.064
C: 2.735 1.836 -1.681
H: 2.211 -4.741 -5.107
O: 6.262 -2.169 0.491
H: -0.199 5.992 -2.196
H: 0.527 -5.000 -5.195
H: -2.732 2.266 2.846
C: 5.328 5.161 -3.978
H: -3.758 -0.382 -0.432
H: -0.259 -7.330 -4.150
H: -4.721 -3.749 -0.561
H: -0.041 2.978 3.693
F: -0.862 -1.797 0.961
C: 3.843 -1.901 0.837
C: 1.450 3.862 -5.319
N: 6.313 3.638 -2.343
H: -0.864 -4.279 0.454
H: -0.054 -3.279 4.277
H: 2.336 -0.695 3.953
H: -4.183 4.206 3.327
H: -2.715 3.129 -1.338
H: -0.517 -0.232 6.504
H: -3.532 -5.302 3.521
O: 4.171 0.170 4.035
H: -4.541 -3.889 3.951
H: 4.895 5.169 -1.825
H: 2.233 2.867 -6.916
C: 0.803 2.583 -4.796
F: 0.054 -0.532 -0.980
H: 5.440 -2.296 2.297
H: 5.870 4.534 -4.686
H: -1.003 2.915 -1.838
H: -0.110 -1.886 3.744
N: 1.726 3.739 -6.754
F: -0.013 1.562 0.379
H: 0.305 -0.075 -4.781
N: 0.069 -2.330 4.648
N: -1.137 4.255 0.540
H: 6.047 3.098 -1.524
H: 1.510 -6.271 -1.828
H: 2.713 1.232 -0.774
C: -5.461 -2.766 0.900
C: 1.296 -5.646 -2.707

Atoms 1-6, force components in eV/Å:
H -0.167 -0.168 -0.107
H 0.131 0.137 -0.213
C -0.101 -0.546 -0.917
H -0.043 -0.157 0.153
C -0.782 0.658 1.619
O -0.681 -0.172 -0.078

The value obtained for the total energy is -5566.591459 hartree. Its energy above the lowest of the compared OMol25 structures with the same formula, charge and spin is 41.6 kJ/mol. As for the maximum force: 2.3 eV/Å. As for the charge: -1. The LUMO energy comes out at 2.1868 eV.

# 3
This record from the OMol25 dataset describes 14 unconnected molecules or ions with the total composition C32H93F3N5O15 at a distorted geometry. The level of theory is ωB97M-V with the def2-TZVPD basis set.

Geometry (Å):
F: 4.344 3.038 -6.972
H: -0.203 3.818 -8.355
H: 7.181 3.457 -2.731
H: 2.819 3.768 -11.848
H: 10.028 -0.003 -6.437
H: 10.639 -5.978 -10.435
H: 3.318 6.150 -10.397
C: 4.791 -0.232 -10.587
H: 7.297 6.292 -3.567
H: 10.556 5.053 -9.897
C: 3.654 1.971 -14.682
O: 9.309 3.430 -9.832
H: 0.068 1.368 -12.070
H: 3.929 -0.779 -8.260
H: 5.847 7.810 -6.444
C: 10.863 -4.124 -11.211
H: 7.827 3.770 -5.264
H: 4.619 -0.457 -5.375
H: 7.651 -2.254 -9.769
O: 7.920 6.583 -10.245
C: 3.338 -3.308 -7.045
H: 10.537 -3.219 -9.255
H: 5.828 -0.284 -10.264
H: 8.394 3.634 -9.579
H: 7.143 -1.243 -3.402
N: 7.447 4.430 -2.625
H: 6.845 4.770 -1.879
F: 4.051 4.778 -8.235
H: -1.921 2.501 -10.163
O: 6.009 0.224 -4.380
H: 5.362 5.323 -10.642
C: 10.163 4.340 -9.167
C: 3.180 0.193 -6.516
H: 3.154 4.835 -3.249
C: 10.531 -0.965 -6.315
H: 2.684 1.475 -14.745
C: 1.647 8.822 -5.365
H: 8.029 8.557 -9.563
H: 7.651 1.774 -7.095
O: 5.002 5.644 -11.496
H: 8.039 -0.159 -4.547
C: 7.114 -0.047 -8.124
H: 2.504 8.514 -7.335
C: 7.112 -0.693 -4.344
H: 8.380 -2.996 -8.291
F: 3.934 2.821 -9.054
H: 4.825 -0.227 -11.674
H: 10.390 -0.785 -4.405
H: 2.965 3.974 -14.246
H: 2.359 -2.671 -8.901
O: 8.782 -3.974 -10.046
O: 3.806 -0.827 -5.749
C: 7.925 1.711 -11.607
H: -1.397 2.590 -7.821
H: 6.959 -1.449 -5.112
H: 10.758 -5.065 -13.141
H: 9.640 4.915 -8.397
H: 0.015 2.210 -8.823
H: 10.987 3.815 -8.675
C: 0.817 2.090 -11.741
N: 1.985 10.246 -5.257
C: 3.919 6.510 -11.239
C: 8.043 4.804 -4.975
H: 1.302 10.817 -5.740
H: 4.749 -4.352 -8.949
H: 1.317 1.706 -10.862
H: 11.861 -5.104 -9.743
H: 6.737 3.065 -10.848
H: 6.337 -0.402 -8.790
H: 9.969 -2.282 -10.573
H: -0.200 7.718 -5.613
O: 3.847 8.030 -5.839
C: 7.905 -3.189 -9.256
O: 4.925 5.921 -3.372
H: 6.492 7.654 -9.238
H: 2.786 -2.595 -6.442
H: 4.333 1.201 -14.300
H: 5.605 3.092 -13.188
H: 6.115 0.759 -3.588
H: 3.220 1.119 -5.941
C: 7.170 5.238 -3.817
C: 4.823 7.638 -6.776
H: 7.936 5.527 -5.783
O: 1.713 2.251 -12.819
H: 7.448 5.771 -9.963
H: 4.661 8.192 -7.706
H: 4.330 -3.426 -6.603
H: 11.610 -0.758 -6.379
H: 6.652 3.784 -7.527
H: 3.812 0.389 -7.380
C: 3.547 5.793 -3.617
H: 7.681 0.767 -12.107
N: 11.415 -5.352 -10.618
C: 6.128 3.526 -8.468
H: 2.847 10.428 -5.764
H: 0.030 9.015 -6.814
O: 4.052 -1.376 -10.182
H: 2.979 6.570 -3.109
H: 11.690 -3.482 -11.531
H: 6.950 -3.707 -9.170
H: 4.364 0.683 -10.177
H: 4.070 -3.779 -10.227
H: 2.869 -4.285 -6.898
H: 9.103 4.728 -4.722
H: 1.776 8.318 -4.402
H: -0.412 9.362 -5.095
H: 2.150 7.037 -6.471
O: 6.496 2.168 -8.749
H: 10.341 -1.674 -7.115
H: 0.317 3.019 -11.446
C: 7.581 7.591 -9.333
C: 2.962 2.890 -12.481
H: 3.244 6.561 -12.096
C: 4.627 3.561 -8.185
H: 9.992 -3.530 -13.091
C: 2.532 8.059 -6.333
O: 6.580 4.277 -9.489
C: -0.782 2.943 -8.654
H: 7.989 7.367 -8.332
O: 6.853 2.622 -11.725
H: 5.080 4.519 -13.052
H: 8.861 2.108 -12.000
H: 4.265 7.529 -11.029
H: 5.372 4.080 -4.308
C: 0.170 8.734 -5.770
H: 8.032 -0.071 -8.716
H: 5.586 5.544 -5.255
H: 3.610 2.231 -11.896
H: 3.348 5.844 -4.691
H: 2.203 -0.109 -6.885
C: 5.703 5.126 -4.247
O: 10.258 -1.505 -5.026
O: -1.591 3.307 -9.756
N: 5.014 3.743 -13.734
H: 5.939 1.268 -6.935
C: 6.784 1.356 -7.622
C: 4.223 -1.679 -8.804
C: 3.635 3.218 -13.822
C: 10.016 -3.323 -10.220
H: 4.778 6.558 -6.937
H: 7.202 -0.764 -7.306
N: 3.828 -4.068 -9.280
H: 5.280 -1.850 -8.575
H: 3.980 2.151 -15.709
H: 8.073 1.455 -10.556
C: 3.351 -2.908 -8.513
C: 10.121 -4.444 -12.509
H: 9.163 -4.917 -12.305

Atoms 1-6, force components in eV/Å:
F 0.116 0.275 0.432
H -0.400 0.218 0.111
H 0.030 0.022 -0.438
H -0.232 0.287 -0.176
H -0.272 -0.236 -0.424
H 0.094 -0.060 0.255

The value obtained for the total energy is -2976.830995 hartree. As for the maximum force: 2.2 eV/Å. As for the charge: -1. The LUMO energy comes out at 1.6361 eV.